No. 1
Formula: C4H12N2O
Source: OMol25
Level of theory: ωB97M-V/def2-TZVPD

Structure (XYZ):
```
19
Properties=species:S:1:pos:R:3
N 0.936 -0.176 -1.307
C -0.188 0.172 -0.399
C -0.694 1.541 -0.813
O -1.224 1.545 -2.128
C 0.265 0.212 1.065
N -0.100 -0.989 1.780
C 0.821 -2.107 1.846
H 0.594 -0.542 -2.188
H 1.469 -0.935 -0.903
H -0.962 -0.584 -0.521
H -1.491 1.812 -0.109
H 0.054 2.300 -0.563
H -0.428 1.355 -2.650
H -0.261 1.057 1.528
H 1.280 0.603 1.232
H -0.593 -0.823 2.639
H 0.323 -2.916 2.346
H 1.745 -1.872 2.402
H 1.162 -2.330 0.834
```

Results
Strongest force on any atom (Eh/bohr): 0.0352
Kohn-Sham gap (eV): 9.606
SMILES: CNC[C@H](N)CO
Relative energy (zero: lowest compared OMol25 entry of this formula, charge and spin) (kcal per mole): 42.5

No. 2
Formula: C3H2F2
Source: OMol25
Level of theory: ωB97M-V/def2-TZVPD

Structure (XYZ):
```
7
Properties=species:S:1:pos:R:3
C -0.019 0.869 0.310
C -0.038 -0.512 -0.186
C -0.080 -1.637 -0.586
H -1.016 1.279 0.473
H -0.129 -2.632 -0.910
F 0.601 1.686 -0.583
F 0.681 0.946 1.482
```

Results
Strongest force on any atom (Eh/bohr): 0.0130
Kohn-Sham gap (eV): 12.256
SMILES: C#CC(F)F
Relative energy (zero: lowest compared OMol25 entry of this formula, charge and spin) (kcal per mole): 0.0

No. 3
Formula: CH2N2O3
Source: OMol25
Level of theory: ωB97M-V/def2-TZVPD

Structure (XYZ):
```
8
Properties=species:S:1:pos:R:3
C -0.199 -0.652 0.094
N 0.849 -1.323 -0.058
N 2.509 0.483 -0.025
O 2.111 -0.857 -0.035
O -0.312 0.701 -0.013
O 3.700 0.569 0.064
H -0.990 -1.313 0.232
H 0.416 1.240 -0.293
```

Results
Strongest force on any atom (Eh/bohr): 0.0731
Kohn-Sham gap (spin up / spin down) (eV): 9.053 / 7.680
Multiplicity: 3
<S²>: 2.010
Relative energy (zero: lowest compared OMol25 entry of this formula, charge and spin) (kcal per mole): 50.1

No. 4
Formula: C50H117N11O9
Source: OMol25
Level of theory: ωB97M-V/def2-TZVPD

Structure (XYZ):
```
187
Properties=species:S:1:pos:R:3
C -6.385 -2.167 0.320
C -5.712 -1.566 1.630
C -4.173 -1.621 1.431
C -3.373 -0.752 2.487
C -3.920 0.693 2.342
C -5.496 0.920 2.548
N -6.127 -0.137 1.672
O -7.480 -0.042 1.788
C -5.680 0.783 4.004
C -5.791 2.295 2.036
C -6.239 -2.413 2.786
H -7.441 -2.306 0.554
H -5.906 -3.096 0.011
H -6.182 -1.450 -0.475
H -3.725 -2.615 1.433
H -3.856 -1.250 0.456
H -2.328 -0.791 2.182
H -3.519 -1.239 3.451
H -3.671 0.916 1.305
H -3.398 1.309 3.074
H -5.277 -0.124 4.456
H -5.455 1.694 4.559
H -6.754 0.724 4.178
H -6.079 2.313 0.985
H -6.568 2.787 2.621
H -4.995 3.035 2.109
H -5.651 -2.142 3.663
H -6.244 -3.501 2.714
H -7.259 -2.211 3.113
H -7.684 0.268 0.903
C 4.315 -2.597 -4.111
C 3.143 -3.074 -4.907
C 3.631 -3.518 -6.278
C 4.463 -4.743 -6.085
C 3.540 -5.825 -5.552
C 2.729 -5.455 -4.221
N 2.265 -4.017 -4.187
O 1.754 -3.586 -2.963
C 1.463 -6.394 -4.399
C 3.495 -5.943 -2.953
C 2.261 -1.797 -5.199
H 3.885 -1.953 -3.344
H 5.088 -2.006 -4.604
H 4.810 -3.361 -3.513
H 2.684 -3.751 -6.765
H 4.053 -2.753 -6.930
H 5.316 -4.565 -5.430
H 4.868 -5.112 -7.028
H 4.292 -6.601 -5.411
H 2.947 -6.258 -6.357
H 0.882 -6.053 -5.256
H 1.872 -7.400 -4.496
H 0.792 -6.427 -3.541
H 4.536 -5.640 -3.055
H 3.064 -5.741 -1.972
H 3.637 -7.019 -2.855
H 2.863 -1.113 -5.799
H 1.783 -1.210 -4.414
H 1.430 -2.091 -5.840
H 1.078 -4.258 -2.857
C -1.133 -4.957 1.126
C 0.160 -4.772 2.002
C -0.262 -3.875 3.251
C -0.673 -4.682 4.452
C 0.472 -5.424 4.974
C 1.302 -6.229 3.834
N 0.755 -6.081 2.431
O 1.175 -6.839 1.435
C 2.725 -5.700 3.914
C 1.165 -7.807 4.084
C 1.271 -3.928 1.275
H -1.767 -4.097 0.908
H -1.819 -5.589 1.691
H -0.972 -5.515 0.203
H 0.584 -3.215 3.441
H -1.141 -3.322 2.918
H -1.443 -5.425 4.247
H -1.079 -4.044 5.237
H 0.059 -6.185 5.637
H 1.120 -4.766 5.553
H 3.314 -5.958 4.794
H 3.339 -6.398 3.344
H 2.902 -4.672 3.596
H 1.888 -8.381 3.505
H 1.408 -8.148 5.090
H 0.223 -8.269 3.791
H 0.989 -2.956 0.870
H 1.634 -4.375 0.349
H 2.093 -3.784 1.976
H 0.717 -7.677 1.534
C 2.444 6.621 0.293
C 2.988 5.200 0.749
C 4.524 5.374 1.063
C 4.830 6.186 2.321
C 4.113 5.658 3.549
C 2.569 5.344 3.380
N 2.215 4.860 2.007
O 0.823 4.577 1.856
C 2.376 4.124 4.385
C 1.765 6.595 3.767
C 2.789 3.966 -0.170
H 2.982 7.545 0.505
H 1.373 6.712 0.475
H 2.508 6.604 -0.795
H 4.945 4.369 1.077
H 5.142 5.878 0.319
H 4.661 7.222 2.028
H 5.902 6.105 2.502
H 4.193 6.412 4.332
H 4.728 4.785 3.765
H 2.602 4.412 5.412
H 1.333 3.824 4.483
H 3.119 3.366 4.136
H 0.701 6.378 3.665
H 1.833 6.831 4.829
H 1.909 7.453 3.110
H 3.249 3.999 -1.158
H 1.744 3.778 -0.414
H 3.122 3.061 0.339
H 0.367 5.281 2.324
C 0.074 -0.031 -0.477
O -0.236 -0.917 0.324
N -0.174 1.272 -0.356
N 0.598 -0.437 -1.648
H -0.291 1.615 0.587
H -0.232 1.791 -1.220
H 0.769 -1.430 -1.716
H 0.739 0.204 -2.415
C 0.782 2.462 -3.997
O 1.366 1.429 -3.766
N -0.469 2.681 -3.794
N 1.321 3.507 -4.376
H -1.163 2.003 -3.514
H -0.856 3.499 -4.242
H 0.769 4.348 -4.457
H 2.300 3.701 -4.215
C 4.595 -0.837 3.021
C 3.402 0.096 2.459
C 2.217 0.124 3.293
O 2.423 0.641 4.663
C 1.159 0.874 5.398
N 3.936 1.402 2.235
H 5.539 -0.812 2.477
H 4.200 -1.848 2.927
H 4.723 -0.653 4.088
H 3.169 -0.406 1.520
H 1.803 -0.884 3.279
H 1.448 0.724 2.805
H 0.774 1.788 4.946
H 1.428 1.007 6.446
H 0.450 0.047 5.394
H 3.299 1.754 1.535
H 3.485 1.968 2.940
C -2.707 4.438 -1.630
C -1.524 5.283 -1.256
C -1.131 6.398 -2.261
O -0.454 5.913 -3.423
C 0.703 6.698 -3.576
N -1.540 5.817 0.030
H -3.544 5.089 -1.379
H -2.768 3.605 -0.929
H -2.630 4.140 -2.675
H -0.795 4.490 -1.423
H -0.618 7.183 -1.704
H -2.064 6.923 -2.467
H 1.341 6.584 -2.699
H 0.437 7.731 -3.798
H 1.380 6.363 -4.362
H -0.845 6.529 0.204
H -1.771 5.257 0.838
C -5.048 0.139 -5.807
C -4.861 0.696 -4.385
C -3.390 0.880 -4.055
O -3.030 1.452 -2.894
C -3.293 0.594 -1.817
N -5.610 1.958 -4.271
H -6.084 -0.185 -5.913
H -4.487 -0.793 -5.865
H -4.712 0.724 -6.664
H -5.341 0.051 -3.648
H -3.070 1.675 -4.728
H -2.727 0.145 -4.510
H -2.784 1.030 -0.958
H -2.970 -0.441 -1.930
H -4.356 0.497 -1.592
H -5.182 2.679 -4.835
H -5.302 2.269 -3.361
```

Results
Strongest force on any atom (Eh/bohr): 0.1976
Net charge: -1
Kohn-Sham gap (spin up / spin down) (eV): 1.547 / 7.255
Multiplicity: 2
<S²>: 0.751

No. 5
Formula: C76H102N10O32
Source: OMol25
Level of theory: ωB97M-V/def2-TZVPD

Structure (XYZ):
```
220
Properties=species:S:1:pos:R:3
C 4.215 5.858 -3.591
N 3.998 4.504 -3.023
C 4.390 4.103 -1.746
C 3.818 2.986 -1.173
C 2.915 2.210 -1.889
C 2.562 2.583 -3.162
C 3.188 3.734 -3.747
C 2.089 1.225 -1.140
C 0.716 1.142 -1.407
C -0.024 0.282 -0.657
N 0.579 -0.437 0.274
C 1.898 -0.467 0.460
C 2.702 0.334 -0.256
C -0.231 -1.161 1.235
H 4.766 5.662 -4.504
H 4.763 6.431 -2.932
H 3.233 6.207 -3.870
H 4.806 4.829 -1.089
H 4.077 2.896 -0.160
H 1.775 1.997 -3.641
H 2.894 4.132 -4.776
H 0.205 1.852 -2.010
H -1.113 0.261 -0.723
H 2.219 -1.115 1.279
H 3.816 0.244 -0.154
H 0.073 -0.827 2.221
H -0.058 -2.238 1.252
H -1.315 -1.005 1.097
C -2.418 -2.121 7.579
N -1.441 -3.119 7.042
C -1.795 -3.724 5.887
C -0.932 -4.584 5.228
C 0.329 -4.878 5.802
C 0.578 -4.205 6.987
C -0.327 -3.435 7.709
C 1.379 -5.561 4.962
C 1.044 -6.523 3.937
C 2.042 -7.013 3.110
N 3.307 -6.514 3.131
C 3.621 -5.556 4.026
C 2.682 -5.180 4.987
C 4.338 -6.895 2.111
H -1.961 -1.613 8.403
H -3.381 -2.593 7.769
H -2.579 -1.391 6.803
H -2.714 -3.386 5.393
H -1.319 -5.106 4.363
H 1.467 -4.374 7.467
H -0.023 -2.946 8.637
H 0.008 -6.797 3.858
H 1.919 -7.829 2.360
H 4.613 -5.315 4.130
H 3.122 -4.451 5.649
H 3.986 -6.822 1.096
H 4.739 -7.868 2.383
H 5.130 -6.118 2.237
C 7.562 -5.036 -0.225
N 6.787 -3.890 -0.780
C 7.109 -3.580 -2.067
C 6.426 -2.753 -2.829
C 5.231 -2.051 -2.256
C 5.063 -2.318 -0.805
C 5.750 -3.279 -0.175
C 3.954 -2.460 -3.060
C 3.935 -2.027 -4.445
C 2.833 -2.288 -5.153
N 1.765 -2.999 -4.613
C 1.733 -3.277 -3.287
C 2.813 -3.080 -2.486
C 0.500 -3.047 -5.452
H 7.758 -4.778 0.852
H 8.487 -5.024 -0.732
H 7.056 -5.961 -0.411
H 7.892 -4.177 -2.505
H 6.633 -2.695 -3.849
H 4.308 -1.764 -0.298
H 5.313 -3.666 0.788
H 4.770 -1.498 -4.869
H 2.638 -1.947 -6.125
H 0.863 -3.730 -2.933
H 2.806 -3.474 -1.495
H -0.207 -3.715 -4.976
H 0.757 -3.549 -6.416
H 0.088 -2.043 -5.479
C -6.532 -0.340 -7.289
N -6.142 -1.117 -6.118
C -4.940 -1.663 -6.087
C -4.433 -2.203 -4.918
C -5.296 -2.128 -3.789
C -6.553 -1.608 -3.879
C -6.982 -1.118 -5.079
C -4.911 -2.514 -2.466
C -5.141 -1.604 -1.467
C -4.790 -1.922 -0.175
N -4.334 -3.173 0.069
C -4.304 -4.134 -0.855
C -4.560 -3.845 -2.138
C -3.880 -3.586 1.475
H -6.941 0.640 -7.034
H -7.161 -0.921 -8.003
H -5.652 -0.179 -7.912
H -4.377 -1.614 -7.095
H -3.359 -2.344 -4.793
H -7.337 -1.590 -3.101
H -7.849 -0.504 -5.161
H -5.440 -0.592 -1.800
H -4.790 -1.143 0.553
H -4.012 -5.089 -0.430
H -4.337 -4.573 -2.901
H -4.462 -4.429 1.840
H -4.114 -2.755 2.076
H -2.811 -3.743 1.398
C -0.599 3.533 3.085
C 0.341 3.297 4.217
C -0.331 3.707 5.524
C 0.154 3.051 6.791
C 0.072 1.545 6.519
C 1.136 1.044 5.536
N 0.669 1.822 4.246
O 0.246 1.201 3.273
C 0.965 -0.406 5.193
C 2.604 1.365 5.956
C 1.665 4.067 4.076
H -1.484 2.900 3.160
H -0.101 3.326 2.144
H -0.884 4.633 3.129
H -1.427 3.464 5.436
H -0.314 4.768 5.491
H -0.451 3.422 7.628
H 1.151 3.343 6.995
H -0.862 1.154 6.206
H 0.315 1.053 7.434
H 1.314 -1.028 6.023
H 1.480 -0.716 4.291
H -0.127 -0.667 5.102
H 2.654 1.196 6.984
H 2.776 2.403 5.701
H 3.238 0.785 5.329
H 2.022 4.489 4.984
H 1.516 4.900 3.487
H 2.359 3.472 3.468
C -3.280 4.133 -5.745
C -3.569 4.935 -4.507
C -5.114 4.882 -4.212
C -5.462 5.564 -2.881
C -4.728 4.953 -1.755
C -3.177 4.865 -1.826
N -2.824 4.360 -3.305
O -2.005 3.606 -3.461
C -2.673 3.806 -0.861
C -2.479 6.192 -1.638
C -3.219 6.447 -4.717
H -3.385 3.090 -5.499
H -2.258 4.314 -6.192
H -4.044 4.389 -6.527
H -5.502 3.846 -4.198
H -5.523 5.311 -5.101
H -6.563 5.541 -2.771
H -5.373 6.687 -2.871
H -5.103 3.881 -1.617
H -4.916 5.368 -0.740
H -1.523 3.805 -0.966
H -3.015 2.765 -0.971
H -2.963 4.147 0.107
H -2.876 6.968 -2.296
H -1.379 6.145 -1.919
H -2.743 6.578 -0.666
H -2.205 6.756 -4.371
H -3.975 7.243 -4.435
H -3.302 6.457 -5.792
O 2.726 -4.792 0.234
C 2.599 -4.440 1.546
O 1.461 -4.601 2.059
O 3.669 -4.067 1.997
H 1.847 -5.230 0.023
O -1.469 -5.963 -1.456
C -0.339 -5.300 -1.041
O -0.469 -4.112 -0.834
O 0.698 -5.976 -0.966
H -1.185 -6.891 -1.484
O 5.675 1.377 -3.208
C 5.880 0.072 -3.390
O 5.167 -0.529 -2.447
O 6.608 -0.408 -4.248
H 6.233 1.706 -3.875
O -2.368 -0.642 2.816
C -2.977 -1.020 4.028
O -3.775 -2.031 4.126
O -2.578 -0.286 5.037
H -1.726 0.082 2.928
O -0.307 5.856 -4.070
C 0.430 5.531 -5.228
O 1.642 5.424 -5.057
O -0.199 5.442 -6.220
H 0.390 5.855 -3.391
O 4.806 1.902 1.844
C 3.472 1.707 2.249
O 3.187 0.826 3.016
O 2.683 2.632 1.849
H 5.319 1.182 2.305
O -1.572 0.280 -4.101
C -2.161 -0.197 -5.249
O -3.139 0.498 -5.702
O -1.835 -1.341 -5.620
H -2.242 0.998 -3.808
O -5.192 1.383 -4.272
C -4.732 1.425 -2.925
O -3.549 1.312 -2.703
O -5.646 1.517 -2.088
H -4.323 1.240 -4.732
O 2.274 5.927 0.170
C 1.427 5.137 -0.646
O 0.625 4.381 -0.051
O 1.612 5.271 -1.870
H 2.136 5.560 1.071
O -0.268 -0.155 11.623
C 0.184 -0.476 10.356
O 0.710 0.341 9.622
O -0.055 -1.690 10.082
H 0.175 0.722 11.977
```

Results
Strongest force on any atom (Eh/bohr): 0.1052
Kohn-Sham gap (eV): 5.619

No. 6
Formula: C4H7OPb
Source: OMol25
Level of theory: ωB97M-V/def2-TZVPD

Structure (XYZ):
```
13
Properties=species:S:1:pos:R:3
H -0.236 0.672 -1.720
C -0.424 -0.942 -0.272
C 0.380 0.243 -0.919
C 0.496 1.213 0.168
O 1.518 1.394 0.854
Pb 3.411 0.812 1.251
H -0.594 -1.653 -1.095
H 0.297 -1.430 0.421
H 1.365 -0.083 -1.278
H -0.426 1.754 0.496
C -1.770 -0.490 0.327
H -2.412 -1.388 0.411
H -1.605 -0.103 1.356
```

Results
Strongest force on any atom (Eh/bohr): 0.0719
Net charge: +1
Kohn-Sham gap (spin up / spin down) (eV): 5.823 / 7.997
Relative energy (zero: lowest compared OMol25 entry of this formula, charge and spin) (kcal per mole): 46.1

No. 7
Formula: C7H26O9
Source: OMol25
Level of theory: ωB97M-V/def2-TZVPD

Structure (XYZ):
```
42
Properties=species:S:1:pos:R:3
O -3.707 0.322 -1.017
C -2.577 0.271 -1.429
C -1.773 -0.976 -1.241
C -0.352 -0.882 -1.827
C 0.604 -1.303 -0.742
C 0.870 -0.577 0.377
C 2.496 -2.890 -0.565
C 1.264 -2.574 -0.964
H -2.197 1.227 -1.879
H -1.782 -1.198 -0.175
H -2.307 -1.825 -1.669
H -0.175 0.038 -2.422
H -0.226 -1.499 -2.742
H 0.441 0.415 0.513
H 1.606 -0.774 1.143
H 3.071 -3.783 -0.704
H 3.165 -2.173 -0.073
H 0.618 -3.271 -1.511
H 3.868 2.215 -1.056
H 3.266 0.905 -1.461
O 3.922 1.544 -1.750
H 2.837 0.727 -3.392
H 2.249 2.168 -3.536
O 2.014 1.228 -3.531
H 0.049 1.440 2.999
H -0.185 2.838 3.222
O 0.547 2.209 3.287
H -3.218 0.675 1.352
H -4.562 0.019 0.852
O -3.901 0.043 1.536
H -2.844 2.940 0.908
H -2.516 4.304 0.809
O -2.260 3.485 0.359
H 0.041 -2.739 2.392
H 0.669 -3.924 1.737
O 0.758 -2.966 1.757
H -2.250 -2.518 2.299
H -2.577 -1.285 3.225
O -2.108 -2.133 3.172
H 2.210 2.996 1.212
H 2.164 3.842 -0.040
O 2.789 3.439 0.576
```

Results
Strongest force on any atom (Eh/bohr): 0.0548
Net charge: +1
Kohn-Sham gap (spin up / spin down) (eV): 8.631 / 5.371
Multiplicity: 2
<S²>: 0.779